C63H58AsClFeN3O3Si | the ωB97M-V functional and the def2-TZVPD basis

Values from the calculation:
LUMO (spin up / spin down) ... 0.02 / -0.41 eV
Expectation value of S² ... 8.759
2S+1 ... 6
Net charge ... 0
Frontier orbital gap (spin up / spin down) ... 7.813 / 7.474 eV
Energy ... -192516.212 eV
Relative energy (zero: lowest compared OMol25 entry of this formula, charge and spin) ... 0.4765 eV
Maximum force ... 0.69 eV/A

Last column: Löwdin charge in e.
Element x y z (Å)
Fe  -0.378  0.004  -0.004  0.90
C  4.697  -2.702  1.275  -0.02
C  5.394  -1.551  1.937  -0.20
C  6.352  -1.751  2.928  -0.04
C  7.040  -0.690  3.496  -0.08
C  6.783  0.609  3.078  -0.08
C  5.816  0.833  2.111  -0.01
C  5.123  -0.236  1.553  -0.23
N  4.125  0.025  0.570  0.14
C  2.773  -0.108  0.773  -0.35
N  2.443  -0.217  2.079  0.17
C  1.186  -0.231  2.730  -0.23
C  -0.020  -0.075  2.048  -0.17
C  -1.177  -0.125  2.842  -0.12
C  -1.140  -0.314  4.214  -0.09
C  0.084  -0.472  4.846  -0.06
C  1.264  -0.435  4.121  -0.24
C  2.587  -0.641  4.812  -0.04
N  1.910  -0.128  -0.206  0.09
C  2.482  -0.046  -1.518  -0.26
C  2.509  -1.203  -2.292  -0.02
C  2.982  -1.182  -3.592  -0.07
C  3.430  0.012  -4.142  -0.08
C  3.406  1.164  -3.376  -0.04
C  2.946  1.163  -2.059  -0.22
C  2.997  2.447  -1.271  -0.04
H  5.245  -3.628  1.443  0.08
H  4.611  -2.538  0.199  0.09
H  3.684  -2.837  1.661  0.06
H  6.573  -2.765  3.241  0.11
H  7.783  -0.877  4.260  0.10
H  7.322  1.442  3.509  0.10
H  5.574  1.837  1.787  0.12
H  4.422  0.140  -0.386  0.14
H  3.235  -0.171  2.697  0.10
H  -2.141  -0.021  2.362  0.07
H  -2.062  -0.343  4.783  0.10
H  0.131  -0.633  5.918  0.11
H  2.433  -0.836  5.873  0.08
H  3.237  0.239  4.738  0.09
H  3.139  -1.491  4.397  0.07
H  2.133  -2.123  -1.863  0.09
H  2.987  -2.095  -4.175  0.10
H  3.783  0.047  -5.165  0.10
H  3.747  2.100  -3.805  0.12
H  2.784  3.297  -1.920  0.08
H  3.992  2.610  -0.847  0.08
H  2.297  2.447  -0.437  0.07
Cl  0.272  3.606  -6.401  0.65
C  0.096  2.522  -5.052  -0.67
C  -0.007  1.140  -5.291  -0.08
C  -0.137  0.254  -4.259  0.00
C  -0.167  0.699  -2.910  -0.35
O  -0.273  -0.147  -1.959  -0.15
C  -0.079  2.103  -2.690  -0.12
C  -0.079  2.676  -1.382  -0.20
O  -0.117  2.099  -0.296  -0.06
C  0.051  2.997  -3.775  -0.06
H  0.023  0.785  -6.314  0.11
H  -0.207  -0.811  -4.439  0.12
H  -0.025  3.773  -1.360  0.14
H  0.120  4.062  -3.586  0.12
C  -3.548  -5.956  1.855  -0.08
C  -3.019  -4.993  2.702  -0.09
C  -2.102  -4.070  2.221  -0.12
C  -1.685  -4.128  0.894  -0.36
C  -2.215  -5.092  0.047  -0.10
C  -3.151  -5.998  0.527  -0.08
As  -0.296  -2.875  0.320  1.42
C  1.075  -3.695  1.423  -0.29
C  1.234  -3.553  2.792  -0.09
C  2.164  -4.349  3.451  -0.08
C  2.925  -5.268  2.739  -0.09
C  2.781  -5.392  1.365  -0.04
C  1.850  -4.605  0.696  -0.20
C  1.553  -4.651  -0.752  -0.19
C  2.262  -5.373  -1.707  -0.02
C  1.885  -5.301  -3.041  -0.08
C  0.812  -4.510  -3.434  -0.08
C  0.102  -3.779  -2.489  -0.10
C  0.468  -3.864  -1.155  -0.34
H  -4.270  -6.671  2.229  0.10
H  -3.322  -4.957  3.741  0.10
H  -1.710  -3.308  2.887  0.10
H  -1.901  -5.145  -0.988  0.10
H  -3.564  -6.745  -0.140  0.10
H  0.640  -2.834  3.346  0.09
H  2.291  -4.256  4.523  0.11
H  3.642  -5.891  3.260  0.11
H  3.382  -6.113  0.824  0.11
H  3.110  -5.982  -1.421  0.11
H  2.439  -5.861  -3.783  0.10
H  0.536  -4.455  -4.480  0.10
H  -0.715  -3.135  -2.793  0.10
C  -3.779  -2.332  -1.493  -0.10
C  -4.392  -0.936  -1.670  -0.59
C  -3.838  -0.331  -2.965  -0.08
C  -5.912  -1.086  -1.780  -0.09
Si  -3.844  0.163  -0.218  0.52
O  -2.236  -0.027  -0.079  -0.38
C  -4.318  1.952  -0.578  -0.21
C  -5.617  2.334  -0.933  -0.10
C  -5.930  3.653  -1.227  -0.09
C  -4.948  4.633  -1.166  -0.09
C  -3.659  4.286  -0.795  -0.08
C  -3.357  2.961  -0.505  -0.08
C  -4.728  -0.305  1.381  -0.21
C  -4.521  -1.571  1.942  -0.09
C  -5.139  -1.953  3.123  -0.08
C  -5.984  -1.069  3.781  -0.09
C  -6.200  0.193  3.250  -0.09
C  -5.578  0.567  2.066  -0.08
H  -4.019  -2.963  -2.357  0.09
H  -4.157  -2.843  -0.604  0.07
H  -2.690  -2.271  -1.411  0.04
H  -4.042  -0.996  -3.813  0.09
H  -2.755  -0.191  -2.905  0.06
H  -4.290  0.640  -3.185  0.08
H  -6.160  -1.820  -2.556  0.08
H  -6.395  -0.149  -2.063  0.06
H  -6.358  -1.432  -0.843  0.08
H  -6.409  1.594  -0.975  0.09
H  -6.944  3.918  -1.500  0.10
H  -5.193  5.663  -1.396  0.10
H  -2.891  5.047  -0.725  0.10
H  -2.362  2.693  -0.181  0.07
H  -3.852  -2.270  1.450  0.08
H  -4.964  -2.940  3.531  0.09
H  -6.468  -1.362  4.704  0.10
H  -6.852  0.892  3.760  0.10
H  -5.752  1.564  1.680  0.09

Forces on the atoms, in the same order (eV/Å):
0.0 0.3 0.3
0.0 0.0 0.0
0.1 0.0 -0.1
0.0 -0.1 0.0
0.0 0.0 0.0
0.0 0.0 0.0
-0.1 0.0 0.0
0.0 0.1 0.1
0.0 0.0 -0.2
-0.1 -0.1 0.1
-0.1 0.1 0.0
0.1 0.0 0.0
0.0 -0.1 0.0
0.0 0.0 0.0
0.0 0.0 0.0
0.0 0.0 0.0
0.0 0.1 0.0
0.0 0.0 0.0
0.2 0.1 0.1
-0.1 0.1 0.0
0.1 -0.1 0.0
0.0 0.0 0.0
0.0 0.0 0.0
0.0 0.0 0.0
0.0 -0.1 0.1
0.0 0.0 0.1
0.0 0.0 0.0
0.0 0.0 0.0
0.0 0.1 0.0
0.0 0.0 0.0
0.0 0.0 0.0
0.0 0.0 0.0
0.0 0.0 0.0
0.0 -0.1 -0.1
0.0 0.0 0.0
0.0 0.0 0.0
0.0 0.0 0.0
0.0 0.0 0.0
0.0 0.0 0.0
0.0 0.0 0.0
0.0 0.0 0.0
0.0 0.1 0.0
0.0 0.0 0.0
0.0 0.0 0.0
0.0 0.0 0.0
0.0 0.0 0.0
0.0 0.0 0.0
0.0 0.0 0.0
0.0 0.0 0.0
0.0 0.0 0.0
0.0 0.0 -0.1
0.0 0.1 0.0
0.0 0.2 -0.1
0.1 -0.5 -0.2
0.0 0.1 0.0
0.0 0.2 -0.5
-0.1 -0.5 0.5
0.0 -0.1 -0.1
0.0 0.0 0.0
0.0 0.0 0.0
0.0 0.1 0.0
0.0 0.0 0.0
0.0 0.0 0.0
0.0 0.0 0.0
0.0 0.0 0.0
0.0 0.1 0.0
0.0 0.0 0.0
0.0 0.0 0.0
0.0 0.0 -0.1
0.0 0.0 0.0
0.0 0.0 0.0
0.0 0.0 0.0
0.0 0.0 0.0
-0.1 0.0 0.0
0.0 0.0 0.0
0.0 0.0 0.0
0.0 0.0 0.0
0.0 0.0 0.0
0.0 0.0 0.0
0.0 0.0 0.0
0.0 0.0 0.0
0.0 0.0 0.0
0.0 0.0 0.0
0.0 0.0 0.0
0.0 0.0 0.0
0.0 0.0 0.0
0.0 0.0 0.0
0.0 0.0 0.0
0.0 0.0 0.0
0.0 0.0 0.0
0.0 0.0 0.0
0.0 0.0 0.0
0.0 0.0 0.0
0.0 0.0 0.0
0.0 0.0 0.1
0.0 -0.1 0.0
0.0 0.0 0.0
0.0 0.0 0.0
0.1 0.0 -0.2
-0.1 0.3 0.4
0.0 0.1 -0.1
0.0 -0.1 0.0
0.0 0.0 0.0
0.0 0.0 0.0
0.0 0.0 0.0
0.1 -0.1 0.1
0.1 -0.1 0.0
0.0 0.0 -0.1
0.0 0.0 0.0
0.0 0.0 0.0
0.0 0.0 0.0
0.0 0.1 0.0
0.0 0.0 0.0
0.0 0.0 0.0
0.0 0.0 0.0
0.0 0.0 0.0
0.0 0.0 0.0
0.0 0.0 0.0
0.0 0.0 0.0
0.0 0.0 0.0
0.0 0.0 0.0
0.0 0.0 0.0
0.0 0.0 0.0
0.0 0.0 0.0
0.0 0.0 0.0
0.0 0.1 0.0
0.0 0.0 0.1
0.0 0.0 0.0
0.0 0.0 0.0
0.0 0.0 0.0
0.0 0.0 0.0

=====

C23H23N3O4S | the ωB97M-V functional and the def2-TZVPD basis

Values from the calculation:
LUMO ... 0.07 eV
Net charge ... 0
Frontier orbital gap ... 8.493 eV
Energy ... -47720.850 eV
Relative energy (zero: lowest compared OMol25 entry of this formula, charge and spin) ... 0.1155 eV
SMILES string ... O=C(CSc1nnc(-c2ccccc2NC(=O)c2ccccc2)o1)OC1CCCCC1
Maximum force ... 1.44 eV/A

Last column: natural (NBO) charge in e.
Element x y z (Å)
O  -5.066  -0.072  0.745  -0.60
C  -3.950  -0.210  1.170  0.79
C  -3.485  0.368  2.499  -0.61
S  -2.839  2.040  2.149  0.32
C  -1.294  1.592  1.524  0.28
N  -0.656  0.475  1.688  -0.30
N  0.500  0.601  1.013  -0.34
C  0.529  1.788  0.473  0.48
C  1.567  2.373  -0.334  -0.20
C  1.397  3.683  -0.791  -0.15
C  2.365  4.293  -1.559  -0.24
C  3.521  3.594  -1.880  -0.16
C  3.708  2.298  -1.443  -0.27
C  2.742  1.659  -0.665  0.29
N  2.883  0.362  -0.212  -0.65
C  3.948  -0.489  -0.357  0.66
O  4.962  -0.219  -0.968  -0.60
C  3.754  -1.818  0.292  -0.09
C  2.863  -2.059  1.336  -0.20
C  2.769  -3.327  1.883  -0.22
C  3.553  -4.362  1.402  -0.19
C  4.449  -4.127  0.371  -0.22
C  4.552  -2.863  -0.174  -0.17
O  -0.607  2.475  0.769  -0.41
O  -2.940  -0.818  0.573  -0.50
C  -3.065  -1.330  -0.768  0.11
C  -3.330  -0.212  -1.773  -0.44
C  -3.323  -0.783  -3.188  -0.39
C  -4.369  -1.886  -3.321  -0.40
C  -4.112  -2.991  -2.301  -0.39
C  -4.124  -2.423  -0.884  -0.44
H  -2.680  -0.217  2.937  0.27
H  -4.325  0.502  3.176  0.25
H  0.493  4.211  -0.527  0.22
H  2.223  5.304  -1.905  0.22
H  4.285  4.065  -2.480  0.22
H  4.607  1.761  -1.695  0.26
H  2.077  0.023  0.311  0.44
H  2.251  -1.271  1.748  0.22
H  2.079  -3.506  2.694  0.22
H  3.471  -5.349  1.834  0.21
H  5.068  -4.929  -0.003  0.22
H  5.248  -2.657  -0.973  0.23
H  -2.072  -1.759  -0.948  0.19
H  -2.564  0.561  -1.671  0.21
H  -4.302  0.238  -1.561  0.23
H  -3.528  0.016  -3.903  0.21
H  -2.334  -1.188  -3.412  0.19
H  -4.344  -2.300  -4.331  0.21
H  -5.362  -1.464  -3.155  0.20
H  -4.878  -3.764  -2.387  0.21
H  -3.143  -3.454  -2.500  0.19
H  -3.918  -3.208  -0.154  0.21
H  -5.104  -1.997  -0.666  0.23

Forces on the atoms, in the same order (eV/Å):
-0.2 0.0 0.0
-0.1 0.1 0.5
0.2 0.1 -0.4
-0.4 0.2 0.2
0.3 -0.7 0.3
-1.2 0.4 0.7
1.0 0.6 -0.8
-0.1 -0.8 0.4
0.2 0.4 -0.3
0.1 -0.2 0.0
0.0 0.1 0.0
-0.2 0.0 0.1
0.2 -0.1 -0.1
0.0 0.4 -0.1
-0.2 -0.3 0.3
-0.1 0.2 -0.1
0.1 0.0 -0.1
0.1 -0.4 0.1
0.1 0.1 -0.1
-0.1 -0.1 0.1
0.0 0.0 0.0
0.0 0.0 0.0
0.0 0.2 -0.1
0.1 0.0 -0.1
0.2 -0.2 0.1
-0.4 0.0 -0.4
0.2 -0.1 0.1
-0.2 0.1 0.1
0.3 -0.1 -0.1
-0.2 0.1 0.0
0.2 0.0 0.1
-0.1 0.0 0.1
0.0 0.0 -0.1
0.0 0.0 0.0
0.0 0.1 0.0
0.1 0.0 -0.1
0.0 0.0 0.0
0.2 -0.1 -0.1
-0.1 0.1 0.0
-0.1 0.0 0.1
0.0 -0.1 0.0
0.0 -0.1 0.0
0.1 0.0 0.0
-0.1 0.1 0.0
0.0 0.0 0.0
0.0 0.0 0.0
0.1 0.0 0.0
0.1 0.0 -0.1
-0.1 0.0 0.0
-0.1 0.0 0.0
0.1 -0.1 0.0
0.0 -0.1 -0.1
0.0 0.0 0.0
0.0 0.0 0.0

=====

CH3BrN2 | the ωB97M-V functional and the def2-TZVPD basis

Values from the calculation:
LUMO (spin up / spin down) ... -0.83 / -0.98 eV
Net charge ... 0
Frontier orbital gap (spin up / spin down) ... 9.188 / 9.241 eV
Energy ... -74103.430 eV
Relative energy (zero: lowest compared OMol25 entry of this formula, charge and spin) ... 2.8996 eV
SMILES string ... C/N=N\Br
Maximum force ... 8.00 eV/A

Last column: natural (NBO) charge in e.
Element x y z (Å)
C  -0.350  0.208  0.004  -0.52
N  -1.013  1.427  -0.043  -0.11
N  -2.580  1.291  0.006  -0.32
Br  -3.156  -0.356  0.009  0.28
H  -0.531  -0.351  -1.060  0.23
H  -0.829  -0.557  0.835  0.21
H  0.661  0.357  0.178  0.22

Forces on the atoms, in the same order (eV/Å):
-3.0 -3.6 -0.8
-7.1 0.1 0.5
7.5 2.8 -0.4
-1.1 -2.2 0.0
0.5 1.0 2.3
1.2 1.7 -1.9
1.9 0.3 0.2

=====

C4H10N3 | the ωB97M-V functional and the def2-TZVPD basis

Values from the calculation:
LUMO ... -3.06 eV
Net charge ... +1
Frontier orbital gap ... 11.239 eV
Energy ... -8770.927 eV
Relative energy (zero: lowest compared OMol25 entry of this formula, charge and spin) ... 3.6717 eV
Maximum force ... 5.47 eV/A

Last column: natural (NBO) charge in e.
Element x y z (Å)
C  3.313  -0.843  0.320  0.05
C  -1.073  -0.104  0.181  0.73
C  0.342  1.816  0.030  -0.38
C  -3.482  -0.758  -0.031  -0.44
N  2.392  -0.622  -0.451  -0.66
N  0.086  0.343  0.144  -0.60
N  -2.212  -0.358  0.339  -0.30
H  3.222  -0.977  1.402  0.17
H  4.339  -1.062  0.266  0.19
H  0.510  1.874  -1.028  0.22
H  -0.692  2.111  0.133  0.21
H  1.034  2.246  0.638  0.23
H  -3.482  -1.756  0.311  0.25
H  -3.609  -0.911  -1.121  0.23
H  -4.168  -0.077  0.498  0.26
H  0.969  -0.179  -0.099  0.45
H  2.513  -0.744  -1.533  0.39

Forces on the atoms, in the same order (eV/Å):
1.9 -1.1 3.3
-2.9 -0.3 0.4
-4.1 -2.3 -2.7
-1.1 -0.2 -0.9
-2.0 -0.2 -4.4
1.7 0.8 0.7
3.8 1.0 -0.1
-1.5 0.8 0.3
1.6 -0.3 -2.1
0.8 0.9 -0.4
0.2 1.6 0.5
1.8 0.7 1.9
-1.0 -1.2 0.9
-0.1 1.0 0.5
-0.2 -0.7 -0.6
0.5 -1.1 0.2
0.6 0.6 2.6

=====

H28O18S | the ωB97M-V functional and the def2-TZVPD basis

Values from the calculation:
LUMO ... 5.16 eV
Net charge ... -2
Frontier orbital gap ... 9.916 eV
Energy ... -48149.386 eV
Relative energy (zero: lowest compared OMol25 entry of this formula, charge and spin) ... 2.2090 eV
Maximum force ... 2.68 eV/A

Last column: natural (NBO) charge in e.
Element x y z (Å)
S  -0.053  -0.120  0.027  2.73
O  -1.102  -1.074  0.358  -1.11
O  1.245  -0.741  0.295  -1.11
O  -0.155  0.282  -1.378  -1.10
O  -0.246  1.057  0.816  -1.10
O  0.029  -3.401  -1.072  -0.97
H  0.960  -3.195  -1.154  0.48
H  -0.348  -2.637  -0.636  0.48
O  3.728  -0.861  -1.104  -0.97
H  3.026  -0.567  -0.523  0.49
H  3.343  -1.586  -1.596  0.47
O  -1.354  0.963  -3.441  -0.98
H  -1.284  0.225  -4.047  0.45
H  -0.878  0.679  -2.661  0.49
O  -1.826  2.957  1.076  -0.96
H  -1.281  2.180  0.953  0.49
H  -2.305  2.787  1.887  0.46
O  1.518  2.645  -1.405  -0.96
H  2.426  2.404  -1.222  0.46
H  1.036  1.820  -1.353  0.49
O  1.113  3.257  1.485  -0.98
H  1.226  3.891  0.777  0.47
H  0.718  2.494  1.062  0.49
O  -2.911  -3.008  0.269  -0.97
H  -2.303  -3.708  0.507  0.46
H  -2.407  -2.202  0.386  0.49
O  -0.267  0.889  3.318  -0.96
H  -0.092  0.916  2.377  0.49
H  -1.213  1.020  3.389  0.45
O  -2.290  3.213  -1.556  -0.98
H  -1.903  2.431  -1.952  0.48
H  -2.330  3.014  -0.621  0.48
O  -3.285  0.685  -0.100  -0.97
H  -2.779  1.343  0.378  0.46
H  -2.688  -0.058  -0.189  0.48
O  3.008  -0.587  2.307  -0.97
H  3.149  0.358  2.361  0.46
H  2.470  -0.706  1.525  0.49
O  -0.728  -1.826  2.829  -1.00
H  -0.825  -1.858  1.877  0.48
H  -0.658  -0.893  3.031  0.47
O  0.906  -1.453  -3.064  -0.97
H  0.081  -1.425  -3.549  0.45
H  0.863  -0.700  -2.474  0.49
O  2.398  -3.130  0.294  -0.98
H  1.888  -2.320  0.319  0.49
H  2.380  -3.453  1.195  0.47

Forces on the atoms, in the same order (eV/Å):
0.2 -2.0 -1.7
-0.6 -0.5 -0.5
0.3 0.4 -0.3
0.8 0.1 0.3
0.4 1.9 1.3
-0.5 -0.8 -0.3
0.1 -0.1 0.0
-0.3 0.3 0.1
0.8 0.4 -0.4
-0.4 0.0 0.2
-0.2 -0.2 0.0
-0.7 0.5 -1.4
-0.1 0.0 -0.2
0.2 -0.2 0.7
-1.4 1.1 0.4
0.9 -0.5 -0.1
-0.1 0.2 0.3
0.3 0.7 -0.1
0.2 -0.1 0.1
-0.5 -0.5 -0.2
0.7 0.7 0.7
-0.1 0.0 -0.3
0.0 -0.2 -0.3
-0.9 -0.6 0.0
0.2 -0.1 0.0
0.2 0.3 0.0
-0.1 -0.1 1.9
0.2 0.2 -0.7
-0.2 0.1 0.0
-0.1 0.5 -0.6
-0.1 -0.2 -0.4
0.0 0.2 0.3
-0.8 0.0 -0.1
0.0 0.2 0.0
0.2 -0.3 0.0
0.8 -0.1 0.7
-0.1 0.2 0.0
-0.5 0.0 -0.2
-0.1 -1.1 0.9
-0.1 0.1 -0.2
0.3 0.4 0.2
0.8 -0.6 -0.9
-0.1 -0.1 0.1
-0.2 0.4 0.4
0.9 -0.9 -0.1
-0.4 0.5 0.2
-0.1 -0.1 0.2